1.
C4H8O3 in the gas phase. Source: the Open Molecules 2025 dataset; level of theory: ωB97M-V with the def2-TZVPD basis set.

Geometry as ORCA input:
```
! RIJCOSX wB97M-V def2-TZVPD def2/J DEFGRID3
* xyz 0 1
O -1.93754 0.71325 0.06387
C -0.72613 0.77658 -0.04472
C 0.02013 1.49847 1.07792
O -0.64318 1.09159 2.24694
C -0.00682 -0.00348 -1.10072
C 0.47754 -1.31353 -0.47433
O 1.08589 -2.06098 -1.50239
H 1.08786 1.24630 1.11364
H -0.05296 2.59062 0.93558
H -1.56574 1.01555 1.91944
H -0.72017 -0.23237 -1.89481
H 0.84842 0.54276 -1.50979
H 1.18400 -1.10586 0.34400
H -0.38317 -1.84067 -0.03757
H 1.33187 -2.91823 -1.13705
*
```

Results
Gap between HOMO and LUMO: 10.83 eV
E_LUMO: 0.027 Ha
Structure (SMILES): O=C(CO)CCO
Energy above the lowest of the compared OMol25 structures with the same formula, charge and spin: 156.9 kJ/mol
E: -382.90506 Ha

Löwdin population analysis, charges in e, atoms 1 to 4: atom 1 (O): 0.086, atom 2 (C): -0.366, atom 3 (C): -0.195, atom 4 (O): -0.059

=====

2.
A molecular structure, C4H6FIO at a distorted geometry. Source: the Open Molecules 2025 dataset; level of theory: ωB97M-V with the def2-TZVPD basis set.

Geometry as ORCA input:
```
! RIJCOSX wB97M-V def2-TZVPD def2/J DEFGRID3
* xyz 0 1
C 0.11215 0.35525 1.30625
C -1.12821 -0.30096 -0.09744
C 0.35535 -0.49697 0.08439
C 1.28078 0.00409 -0.99700
O -1.20029 0.61838 0.93296
F 0.79203 -1.80163 0.37604
I 3.25531 0.04408 0.08277
H 0.14393 -0.35419 2.27533
H 0.88335 1.20454 1.58776
H -1.44056 -0.07646 -1.03157
H -1.75246 -1.12720 0.23223
H 1.00470 1.02975 -1.37322
H 1.36250 -0.76991 -1.76172
*
```

Results
Gap between HOMO and LUMO: 9.67 eV
E_LUMO: 0.002 Ha
Energy above the lowest of the compared OMol25 structures with the same formula, charge and spin: 96.0 kJ/mol
E: -628.73571 Ha

Löwdin population analysis, charges in e, atoms 1 to 4: atom 1 (C): -0.195, atom 2 (C): -0.133, atom 3 (C): -0.591, atom 4 (C): -0.415

=====

3.
A molecular structure, C8H10 at a distorted geometry. Source: the Open Molecules 2025 dataset; level of theory: ωB97M-V with the def2-TZVPD basis set.

Geometry as ORCA input:
```
! RIJCOSX wB97M-V def2-TZVPD def2/J DEFGRID3
* xyz 0 1
C -1.33375 1.02378 -0.27679
C -0.57027 0.02542 -1.00987
C -0.36901 -1.10445 -0.17862
C 1.13918 -1.23617 -0.65512
C 0.85701 0.27971 -0.70554
C 0.78689 0.58842 0.74965
C -0.57327 0.85653 1.06060
C -0.26576 -0.39994 1.27860
H -0.93784 2.13090 -0.45155
H -2.49196 0.83681 -0.41444
H -0.61662 -0.15149 -2.11925
H -1.07183 -1.93911 0.02139
H 1.89648 -1.48281 0.10561
H 1.56168 -1.65138 -1.54497
H 1.37041 0.88336 -1.26378
H 1.54689 0.84997 1.34230
H -0.85176 1.52648 1.95017
H -0.07648 -1.03603 2.11162
*
```

Results
Gap between HOMO and LUMO: 10.16 eV
E_LUMO: 0.042 Ha
Energy above the lowest of the compared OMol25 structures with the same formula, charge and spin: 479.0 kJ/mol
E: -310.65322 Ha

Löwdin population analysis, charges in e, atoms 1 to 4: atom 1 (C): -0.065, atom 2 (C): -0.313, atom 3 (C): -0.190, atom 4 (C): -0.018

=====

4.
C2H6N4O in the gas phase at a distorted geometry. Source: the Open Molecules 2025 dataset; level of theory: ωB97M-V with the def2-TZVPD basis set.

Geometry as ORCA input:
```
! RIJCOSX wB97M-V def2-TZVPD def2/J DEFGRID3
* xyz 0 1
N -0.39554 -2.29642 -0.18781
C -0.27209 -0.92714 -0.10042
N -0.00533 -0.08829 -1.17892
N -0.37259 1.17137 -0.43305
N 0.57955 2.14317 -0.22320
C -0.52368 0.01707 0.86213
O -0.79115 0.31935 2.12206
H 0.04305 -2.66532 -1.10287
H 0.05299 -2.72408 0.51578
H -0.58896 -0.24989 -1.98286
H 1.42446 1.76286 0.32189
H 0.94185 2.72828 -0.98874
H -0.09255 0.80904 2.37602
*
```

Results
Gap between HOMO and LUMO: 8.50 eV
E_LUMO: 0.028 Ha
Structure (SMILES): Nc1[nH]n(N)c1O
Energy above the lowest of the compared OMol25 structures with the same formula, charge and spin: 569.3 kJ/mol
E: -373.89355 Ha

Löwdin population analysis, charges in e, atoms 1 to 4: atom 1 (N): 0.114, atom 2 (C): -0.383, atom 3 (N): 0.007, atom 4 (N): -0.137

=====

5.
A molecular structure, C17H11Cl2FNOS2V at a distorted geometry. Source: the Open Molecules 2025 dataset; level of theory: ωB97M-V with the def2-TZVPD basis set.

Geometry as ORCA input:
```
! RIJCOSX wB97M-V def2-TZVPD def2/J DEFGRID3
* xyz 1 2
V -0.12733 -0.02023 0.56137
O -1.25905 -1.29630 -0.29863
N -2.59199 -1.40859 -0.27787
C -3.14472 -2.35496 -1.06273
C -4.50320 -2.50805 -1.02941
C -5.25575 -1.69181 -0.17855
C -4.64782 -0.75927 0.62875
C -3.25714 -0.61517 0.59123
S -2.29685 0.45938 1.53066
H -2.44799 -2.91868 -1.66226
H -4.96791 -3.25699 -1.65235
H -6.33144 -1.79924 -0.14646
H -5.21746 -0.13537 1.30108
Cl 0.71362 1.70706 1.97835
C 1.24332 2.95818 0.79645
C 1.91833 4.03762 1.30870
C 2.32646 5.00187 0.39274
C 2.05270 4.85224 -0.95514
C 1.36418 3.73820 -1.41581
Cl 1.04575 3.59333 -3.10369
C 0.93188 2.74223 -0.53727
S 0.03006 1.34116 -1.11080
H 2.11861 4.12921 2.36586
H 2.86196 5.87526 0.73793
H 2.37066 5.60043 -1.66728
F 3.91041 -4.43287 0.10987
C 3.11834 -3.36522 0.20032
C 2.96997 -2.55808 -0.91769
C 2.13703 -1.45831 -0.83994
C 1.46936 -1.16667 0.35756
C 1.66474 -1.99487 1.46424
C 2.48346 -3.10979 1.40267
H 3.50490 -2.80822 -1.82381
H 2.00509 -0.83021 -1.71046
H 1.16840 -1.78659 2.41105
H 2.63941 -3.76066 2.25131
*
```

Results
Gap between HOMO and LUMO (spin up / spin down): 6.83 / 7.51 eV
E_LUMO (spin up / spin down): -0.178 / -0.156 Ha
E: -3544.77927 Ha

Löwdin population analysis, charges in e, atoms 1 to 4: atom 1 (V): 0.363, atom 2 (O): -0.277, atom 3 (N): -0.160, atom 4 (C): 0.021